[1]
Computed, not measured: a single C5H8O molecule in a non-equilibrium geometry, with ωB97M-V/def2-TZVPD.

Values from the calculation:
Max |F|: 3.8 eV/Å
E_HOMO: -0.33310 hartree
Charge: 0
Relative energy (zero: lowest compared OMol25 entry of this formula, charge and spin): 65.9 kcal/mol
E_LUMO: 0.69 eV
SMILES string: O=CC1CCC1

Each line ends with the Mulliken charge.
Geometry (Å):
O 1.52811 1.22563 -1.14914  -0.51
C 0.67795 -0.05804 0.65985  -0.17
C -0.32133 -1.22025 0.15442  -0.61
C -1.28100 -0.27270 -0.55456  -0.59
C 1.78357 0.50296 -0.19191  -0.07
C -0.54978 0.82130 0.25719  -0.59
H 0.07344 1.49626 -0.55761  0.33
H -1.14589 1.01533 1.17344  0.31
H -2.36078 -0.39752 -0.37326  0.28
H 0.21930 -1.95315 -0.42006  0.33
H -0.81765 -1.65908 1.03174  0.28
H -1.12360 -0.18084 -1.63584  0.23
H 1.04099 -0.27139 1.67841  0.38
H 2.84822 0.37284 0.05198  0.39

[2]
Computed, not measured: 2 unconnected molecules or ions with the total composition C7HIN4 in a non-equilibrium geometry, with ωB97M-V/def2-TZVPD.

Values from the calculation:
Max |F|: 5.1 eV/Å
E_HOMO: -0.38817 hartree
Charge: 0
E_LUMO: -2.60 eV

Each line ends with the Mulliken charge.
Geometry (Å):
I -0.73358 1.24713 -3.16570  0.29
N 1.24774 -1.23332 -2.85482  -0.41
N -2.20928 -1.93020 -0.54573  -0.38
N -1.21017 1.65611 2.48094  -0.35
N -2.58119 3.84025 -0.65034  -0.32
C -1.13748 1.70313 1.34401  0.04
C -1.06973 1.82809 -0.11091  1.00
C 0.19910 -1.04430 -0.58147  -0.33
C -0.60553 1.01307 -1.11746  -0.38
C -1.79098 3.03713 -0.46221  -0.31
C -1.14247 -1.49205 -0.54426  0.45
C 0.80420 -1.14784 -1.79430  0.37
H 0.81152 -0.73813 0.32463  0.34

[3]
Computed, not measured: 3 unconnected molecules or ions with the total composition C46H46N2O8S3 in a non-equilibrium geometry, with ωB97M-V/def2-TZVPD.

Values from the calculation:
Max |F|: 2.4 eV/Å
E_HOMO: -0.34070 hartree
Charge: 0
Relative energy (zero: lowest compared OMol25 entry of this formula, charge and spin): 0.0 kcal/mol
E_LUMO: -0.95 eV
SMILES string: COCCCCCC[C@@]1(CCCSC(=S)n2ccnc2)CCOS(=O)(=O)C1.O=C1c2ccccc2C(=O)c2ccccc21.O=C1c2ccccc2C(=O)c2ccccc21

Each line ends with the Mulliken charge.
Geometry (Å):
S -0.85013 -1.93781 1.13428  1.44
S -1.52144 5.16690 6.14497  -0.16
S -3.16936 3.21135 4.76844  -0.14
O -0.04668 -2.40405 2.21822  -0.68
O 1.63531 0.81647 -3.08698  -0.43
O -2.08675 -2.92264 0.97563  -0.08
O 6.86127 5.39187 -7.74118  -0.67
O 1.53403 -6.89538 5.46913  -0.66
O -3.45635 -8.13320 3.97051  -0.67
O 2.19003 4.82701 -5.18956  -0.66
O -0.18037 -1.90532 -0.13273  -0.69
N 0.62677 0.97542 5.87347  -0.57
N -0.60953 2.78048 5.44858  0.25
C 6.62835 3.27165 -5.92788  -0.66
C -2.31373 -7.87659 4.29175  0.50
C 3.47931 6.09892 -6.69874  0.14
C 0.09063 -8.63410 7.11217  -0.57
C 4.38784 4.04339 -5.48300  0.18
C -3.33649 -2.27114 0.62871  -0.75
C -2.51911 -9.23425 6.36230  -0.56
C 1.36490 0.59399 -1.71854  -0.44
C 5.25228 2.13351 -4.31502  -0.57
C 0.62786 -5.85898 3.03069  -0.69
C 2.64936 8.06761 -7.79369  -0.50
C 5.81521 5.28221 -7.13727  0.56
C -3.16344 -0.95377 -0.09162  -1.70
C -1.44571 -7.02690 3.43237  0.39
C -1.74015 -8.40951 5.56078  0.20
C -1.93832 -6.56601 2.21852  -0.77
C -1.70039 2.54084 -3.23313  -1.28
C 0.48147 1.21956 -3.81507  -0.75
C -1.66823 3.71197 5.47156  0.06
C -2.31207 1.43694 0.03726  -1.23
C 4.22049 3.02515 -4.55325  -0.55
C -1.14776 -5.76269 1.41466  -0.31
C -0.48823 1.60136 6.14954  -0.16
C -2.72109 0.18645 0.84014  3.30
C 1.27716 1.76488 4.94316  -0.56
C -0.15510 2.53960 -3.35809  -0.28
C -0.15114 -6.68180 3.83401  0.31
C -1.99317 -9.76031 7.52955  -0.47
C -3.85411 1.77439 2.58419  -1.54
C -0.68572 -9.46490 7.90149  -0.46
C -2.67704 1.97365 3.53421  -0.21
C 0.41439 -7.19557 5.11203  0.48
C 4.70646 6.25801 -7.34581  0.20
C -1.43551 -0.33456 1.59984  -1.58
C -2.36609 1.34202 -2.54378  0.28
C -0.43346 -8.10006 5.94219  0.20
C -3.12064 1.71366 -1.24836  -1.87
C 5.60075 4.17473 -6.16446  0.43
C 3.25999 4.97746 -5.74258  0.41
C 6.45317 2.25281 -5.00659  -0.50
C 3.87830 8.23750 -8.42263  -0.47
C 2.45014 7.00147 -6.93370  -0.48
C 4.90254 7.33237 -8.20349  -0.57
C 0.13050 -5.40308 1.82179  -0.55
C -3.85543 0.43218 1.86251  -1.66
C 0.53030 2.87756 4.68664  -0.19
H 1.10616 -8.39776 7.39783  0.47
H -1.22859 1.22674 6.83240  0.42
H -2.10359 2.69871 -4.22882  0.38
H -4.08921 1.22347 -1.22553  0.49
H 5.11985 1.34240 -3.58907  0.46
H 5.85801 7.45543 -8.69405  0.47
H 0.08293 3.28299 -4.11310  0.23
H 1.84786 8.77194 -7.97305  0.40
H 2.22166 1.52183 4.50065  0.42
H -3.85801 -2.95412 -0.03467  0.45
H -1.95385 3.43913 -2.67416  0.40
H 0.78155 3.68884 4.02988  0.46
H -2.60032 -10.40506 8.15122  0.40
H -2.37885 1.05703 4.02911  0.39
H 3.28811 2.92773 -4.01343  0.59
H -1.68137 -0.42609 2.65173  0.18
H 1.49884 6.86632 -6.43818  0.48
H -3.96068 -2.18506 1.51158  0.33
H -3.86219 2.59177 1.86821  0.47
H -1.52752 -5.41038 0.46655  0.44
H -1.84451 2.38882 2.97413  0.35
H 7.25549 1.55075 -4.82210  0.39
H -3.08318 0.91337 -3.24141  0.43
H -3.34553 2.77623 -1.29519  0.61
H -0.27392 -9.88345 8.81033  0.40
H -2.49127 -1.06468 -0.93764  0.15
H -4.82123 0.30657 1.37620  0.46
H -3.53311 -9.46293 6.06527  0.47
H -4.78975 1.84809 3.13666  0.67
H -1.66605 0.54492 -2.31425  -0.24
H -0.60148 0.35335 1.53902  0.49
H 0.84551 1.35742 -4.82908  0.38
H -0.23032 0.39292 -3.85583  0.53
H 4.03497 9.07732 -9.08649  0.40
H -2.31160 2.33766 0.64486  0.59
H 1.62039 -5.58009 3.35496  0.48
H 1.39716 1.53401 -1.15904  0.27
H 0.73786 -4.76371 1.19706  0.48
H -3.80145 -0.35291 2.61476  0.53
H 0.40181 0.11702 -1.55404  0.05
H -1.28173 1.28818 -0.27450  0.32
H -4.14049 -0.70591 -0.49779  0.74
H 2.15402 -0.03929 -1.32776  0.34
H 7.56139 3.37205 -6.46461  0.48
H -2.93734 -6.84060 1.90917  0.47
H 0.27746 2.91628 -2.43592  0.36

[4]
Computed, not measured: a molecular structure, C12H24AlBrClF6IN8O8S2 in a non-equilibrium geometry, with ωB97M-V/def2-TZVPD.

Values from the calculation:
Max |F|: 7.7 eV/Å
E_HOMO: -0.19239 hartree
Charge: 0
E_LUMO: -3.35 eV

Each line ends with the Mulliken charge.
Geometry (Å):
I -6.63018 -2.09349 -0.24476  0.09
Br 6.07592 -1.83018 6.15925  -0.04
Cl 4.60119 -0.89568 9.37689  -0.26
S 2.61699 1.47484 3.69233  0.97
S 3.61322 0.52384 5.94915  1.24
Al -6.53647 -3.45600 2.16150  0.35
F 4.45333 1.87130 1.81219  -0.25
F 2.52078 2.76403 1.38582  -0.21
F 3.85206 3.67065 2.84036  -0.24
F 5.63419 1.98892 6.87027  -0.20
F 5.44864 0.06786 7.87733  -0.07
F 6.32062 0.18358 5.82242  -0.19
O -0.42148 -0.30571 4.89025  -0.76
O -2.64521 -2.82785 -6.15790  -0.66
O 1.52410 2.29799 4.17982  -0.64
O 2.74711 1.13774 6.93707  -0.63
O 2.21021 0.26068 3.00906  -0.51
O 3.41528 -0.89839 5.76998  -0.59
O 2.48253 -2.56598 -1.21897  -0.46
O 1.90403 -2.76941 -3.30769  -0.53
N -1.30039 2.49510 -0.97914  0.10
N 3.88872 1.36494 4.63245  -0.30
N -2.60757 2.66930 -0.57773  -0.21
N -2.77204 1.62072 -2.74097  -0.47
N 1.91591 -3.13373 -2.13624  0.84
N -0.47562 -3.24595 -5.67845  -0.33
N -1.55517 -1.49146 -4.69420  -0.23
N -0.43502 1.40529 -3.09538  -0.13
C -5.08800 2.08613 -1.67824  -0.59
C -5.52893 0.51470 -1.73353  -0.49
C 1.31768 0.16471 -1.83460  0.19
C 1.17428 -4.37736 -1.79930  -0.79
C -3.49630 2.17006 -1.59537  0.29
C -1.62572 -2.54201 -5.55142  0.52
C 0.99602 1.56839 -2.61737  -1.01
C 3.38887 2.48468 2.38201  0.53
C 5.30506 0.69571 6.66480  0.40
C -1.39118 1.84281 -2.26517  0.22
C -6.54269 0.10782 -0.53892  -0.96
C 1.44718 0.34312 -0.24649  -1.01
H 1.10899 2.39666 -1.83503  0.39
H -6.25711 0.59797 0.45954  0.45
H 1.26582 -0.66839 0.29192  0.32
H -4.61464 -0.18982 -1.69028  0.41
H 0.07370 0.45439 5.18857  0.28
H 0.42738 -0.56308 -2.01071  0.01
H 1.89153 -5.08532 -1.38509  0.29
H 0.65111 1.06316 0.15362  0.27
H -0.72607 -1.23983 -4.18545  0.17
H -5.39552 2.56013 -2.68957  0.30
H -0.43075 2.76474 -0.47550  0.30
H -2.39127 -0.94180 -4.57120  0.12
H 0.40915 -4.11588 -1.06876  0.32
H -2.88696 3.09974 0.31260  0.26
H 0.72169 -4.77334 -2.70724  0.30
H 1.71577 1.70058 -3.51384  0.37
H -0.58676 0.97080 -4.01508  0.34
H -6.12650 0.35907 -2.71572  0.29
H -0.48727 -4.03401 -6.30608  0.20
H -7.63573 0.42378 -0.75830  0.39
H -5.60698 2.56399 -0.77890  0.40
H 0.37368 -3.02586 -5.18687  0.19
H 2.22309 -0.35930 -2.32891  0.45
H 2.48169 0.69991 0.09514  0.17

[5]
Computed, not measured: a single C7H8N2O2 molecule in a non-equilibrium geometry, with ωB97M-V/def2-TZVPD.

Values from the calculation:
Max |F|: 4.0 eV/Å
E_HOMO: -0.35129 hartree
Charge: 0
Relative energy (zero: lowest compared OMol25 entry of this formula, charge and spin): 96.1 kcal/mol
E_LUMO: -0.40 eV
SMILES string: NCc1cccc([N+](=O)[O-])c1

Each line ends with the Mulliken charge.
Geometry (Å):
O -2.11642 -1.86166 0.06353  -0.56
O -3.30813 0.02912 0.06924  -0.58
N -2.28869 -0.63051 -0.00058  0.96
N 3.21453 -1.25510 0.68156  -0.57
C -0.95838 0.15367 -0.06936  0.12
C 0.23333 2.17694 0.25391  -0.57
C 1.38219 1.45811 -0.06701  -0.32
C 2.73993 -0.54039 -0.51247  -0.95
C 1.41640 0.10740 -0.35519  0.60
C 0.17062 -0.58298 -0.33724  -0.29
C -1.01018 1.54220 0.11410  -0.40
H 0.28106 -1.66952 -0.52798  0.42
H 2.55087 -2.05833 0.91528  0.27
H 3.68942 0.12718 -0.71652  0.31
H 2.68576 -1.27113 -1.34612  0.39
H 0.32855 3.28777 0.26785  0.29
H -1.96221 2.11620 0.15890  0.39
H 3.17739 -0.64307 1.42203  0.25
H 2.32127 2.08077 -0.16291  0.24